Entry 1:
A molecular structure, C31H47FeNO4P2, computed with ωB97M-V/def2-TZVPD.

```
86
Properties=species:S:1:pos:R:3:lowdin_charge:R:1
Fe -0.29100 -0.64608 -4.03085 0.62
C -0.59836 -2.05848 -0.33544 -0.18
C 0.75026 -2.01824 -0.87483 -0.19
C 0.59594 -0.48453 0.84985 -0.19
C -0.70028 -1.05103 0.65127 -0.22
C 1.48304 -1.01130 -0.14046 -0.25
C -1.62100 -3.10236 -0.66622 -0.02
H -1.38289 -3.55598 -1.61270 0.07
H -2.58689 -2.63522 -0.76759 0.06
H -1.71557 -3.90884 0.03587 0.10
C -1.90547 -0.66955 1.38090 -0.02
H -2.73418 -1.31547 1.07433 0.09
H -2.19705 0.39012 1.27124 0.08
H -1.78353 -0.88268 2.44320 0.10
C 0.95395 0.23726 2.07006 0.00
H 0.39253 -0.25463 2.85205 0.10
H 0.69165 1.30630 2.13993 0.09
H 1.99256 0.08505 2.34916 0.10
C 2.94246 -1.15038 0.06971 -0.04
H 3.09928 -1.75980 0.96680 0.11
H 3.45539 -0.20346 0.23301 0.07
H 3.43840 -1.70525 -0.72955 0.08
C 1.33601 -3.12794 -1.62432 -0.04
H 1.50269 -3.90255 -0.84747 0.13
H 2.28903 -2.90053 -2.14906 0.09
H 0.69210 -3.59180 -2.40604 0.09
C -1.76915 0.48280 -5.70175 -0.10
C -1.60650 -0.87513 -5.68861 -0.23
C -0.69639 -1.62742 -6.55648 -0.15
C 0.80963 -1.29146 -6.31148 -0.15
C 1.21584 -0.70758 -5.00658 -0.26
C 1.02112 0.73019 -4.66318 -0.20
C 0.47370 1.67667 -5.71690 -0.17
C -0.86915 1.40370 -6.43696 -0.16
H -0.90305 -1.39444 -7.60700 0.13
H 1.16808 -0.59074 -7.08637 0.13
H -0.86633 -2.70642 -6.39951 0.13
H -0.67333 1.08870 -7.48815 0.13
H -2.69150 0.95282 -5.38105 0.13
H -2.42713 -1.44100 -5.27053 0.12
H -1.38410 2.37733 -6.52994 0.13
H 0.40437 2.67011 -5.23528 0.10
H 1.85903 1.22588 -4.28918 0.05
H 1.25039 1.71332 -6.51462 0.14
H 1.35562 -2.24615 -6.36723 0.13
H 1.90548 -1.28912 -4.41145 0.11
P -1.52642 0.78059 -1.66283 0.98
P 1.43310 1.47278 -1.50799 0.96
C -1.09203 2.30114 -2.62374 -0.36
C 0.37444 2.75990 -2.33843 -0.36
H -1.77891 3.07363 -2.27040 0.09
H -1.26833 2.08040 -3.69170 0.05
H 0.88801 3.15005 -3.23638 0.07
H 0.28689 3.56629 -1.59698 0.07
C 1.92591 2.40320 -0.03029 -0.25
H 2.37458 1.73386 0.70715 0.02
H 1.05174 2.91546 0.42414 0.02
H 2.66677 3.17166 -0.29429 0.07
C 3.12815 1.39854 -2.28573 -0.25
H 3.39267 2.33609 -2.79743 0.06
H 3.09881 0.58455 -3.02086 0.01
H 3.90176 1.15553 -1.54033 0.05
C -3.28524 1.11820 -1.25619 -0.26
H -3.71865 0.21795 -0.80017 0.05
H -3.87282 1.37863 -2.14616 0.06
H -3.32947 1.92983 -0.50950 0.02
C -2.22445 -0.55570 -2.86362 -0.28
H -1.69009 -1.36161 -3.46763 0.02
H -2.94393 -0.05996 -3.50946 0.05
H -2.80358 -1.13660 -2.15350 0.04
O -0.61141 3.64309 0.61208 -0.07
C -1.54888 3.17593 1.31862 -0.60
O -2.65411 2.67886 0.96304 -0.08
C -1.34769 3.15718 2.83204 -0.12
C -0.23055 3.75382 3.45732 -0.02
C 0.03308 3.53229 4.80378 0.01
C -0.82498 2.71425 5.56574 -0.16
C -2.01188 2.22716 4.98786 0.01
C -2.30848 2.48477 3.64648 0.00
N -0.39796 2.14786 6.79806 -0.32
O 0.69470 2.53406 7.27294 0.06
O -1.13879 1.29316 7.33915 0.05
H 0.46959 4.34541 2.86044 0.12
H 0.90994 3.92896 5.28662 0.11
H -2.71696 1.64851 5.58094 0.12
H -3.23682 2.10658 3.19843 0.12
```

- charge = +1
- gap between HOMO and LUMO (alpha / beta) (eV) = 5.99 / 5.92
- multiplicity = 6
- HOMO (alpha / beta) (eV) = -10.25 / -10.89
- energy above the lowest of the compared OMol25 structures with the same formula, charge and spin (kJ/mol) = 412.0

Entry 2:
A molecular structure, C31H48AlBCaCl6KLiNO17S2, computed with ωB97M-V/def2-TZVPD.

```
110
Properties=species:S:1:pos:R:3:lowdin_charge:R:1
C -0.02421 -1.12504 1.78222 0.01
C 0.13089 -2.03770 0.60585 -0.09
C 1.11146 -1.72811 -0.36362 0.07
B 1.93760 -0.36152 -0.02965 -0.67
O 3.21365 -0.53336 0.45831 0.17
N 1.41679 0.96062 -0.15312 -0.09
C 0.13940 1.06200 -0.84568 -0.08
C 1.43282 1.72205 1.12244 -0.04
C 1.32564 -2.56701 -1.46437 -0.11
C 2.38469 -2.26053 -2.51333 -0.59
Cl 3.53474 -3.63312 -2.72777 0.76
C 1.80594 -1.91579 -3.93451 -0.67
C 0.32631 -1.56449 -3.94755 -0.09
Cl 2.72335 -0.49874 -4.55624 0.50
C 0.49461 -3.71783 -1.59877 -0.10
C 0.64974 -4.67764 -2.76521 -0.13
C 1.46100 -5.89103 -2.36716 -0.65
O 2.22007 -6.02905 -1.52185 0.13
Cl 1.19264 -7.41048 -3.52522 0.38
C -0.50865 -3.98315 -0.67120 -0.03
C -0.67295 -3.15677 0.45091 -0.02
C -1.73228 -3.51401 1.42449 -0.28
O -1.64823 -3.42176 2.61866 0.18
C -2.98069 -4.07541 0.82418 -0.12
C -4.28628 -3.64762 1.46816 -0.21
C -4.58481 -2.20818 0.93072 -0.16
C -6.01082 -2.07963 0.35822 -0.22
S -6.59179 -0.37576 0.47909 0.58
O -5.45195 0.44549 0.25276 -0.25
O -7.71038 -0.18615 -0.36727 -0.23
O -6.98632 -0.20363 2.01058 -0.11
C -2.84629 -4.86069 -0.24893 -0.07
C -4.03492 -5.47010 -0.99387 -0.02
C -3.81038 -5.75778 -2.45227 -0.50
O -4.31000 -6.67281 -2.98937 0.22
O -3.00798 -4.86347 -3.23566 -0.19
C -1.45111 -5.12687 -0.77956 -0.27
O -1.17151 -6.22420 -1.22392 0.11
H -0.76639 -1.46688 2.48184 0.05
H -0.36980 -0.16287 1.41454 0.08
H 0.91142 -0.99077 2.32080 0.13
H 3.65097 -1.24766 -0.01399 0.10
H 0.24666 0.95973 -1.92461 0.06
H -0.64239 0.37753 -0.48867 0.08
H -0.24785 2.06743 -0.68346 0.10
H 1.82842 2.71787 0.91837 0.10
H 2.10403 1.25441 1.83521 0.10
H 0.42810 1.86680 1.51709 0.06
H 3.01537 -1.41630 -2.23146 0.01
H 2.03578 -2.72607 -4.61846 0.04
H -0.26661 -2.47545 -3.86546 0.06
H 0.09720 -1.06738 -4.88693 0.09
H 0.08313 -0.85905 -3.15743 0.07
H 1.15531 -4.23071 -3.61756 0.09
H -0.32433 -5.01926 -3.09268 0.08
H -4.14760 -3.57609 2.55662 0.12
H -5.14403 -4.26719 1.15723 0.03
H -4.46449 -1.44907 1.69850 0.13
H -3.90052 -2.00777 0.11076 0.12
H -6.07606 -2.35363 -0.69081 0.09
H -6.70903 -2.69397 0.93230 0.11
H -6.98507 -1.05555 2.46503 0.09
H -4.39437 -6.36256 -0.49326 0.13
H -4.82637 -4.71458 -0.96093 0.13
H -2.31439 -5.42776 -3.61751 0.13
Li 3.92728 0.22282 -6.28708 0.72
O -0.61445 -0.82478 6.06391 -0.13
S -1.68109 -0.00423 5.48968 0.27
O -1.58944 1.38963 5.92379 -0.13
O -2.96894 -0.54893 5.92272 -0.15
O -1.55175 -0.02704 4.03119 -0.19
Cl -0.35981 3.73475 3.76911 0.55
C -0.77470 4.31923 5.40719 -0.67
C -0.48631 5.78837 5.56910 -0.65
Cl 1.26097 6.13362 5.54811 0.57
H -0.22156 3.72113 6.12494 0.06
H -1.83643 4.13144 5.55117 0.07
H -0.86827 6.13241 6.52859 0.08
H -0.95348 6.37675 4.78339 0.07
Ca 2.35970 -9.67689 -2.82882 1.29
Cl 3.29943 1.00391 -2.59609 -0.06
C 6.40212 -2.08815 -7.09890 -0.35
O 5.14426 -1.61494 -7.10509 -0.33
H 6.50099 -3.18356 -6.96246 0.06
H 6.97182 -1.90969 -8.04076 0.10
H 7.08162 -1.66208 -6.33228 0.07
C 1.46278 10.40742 3.55530 -0.11
O 2.08637 10.31506 4.82161 -0.18
C 3.05882 9.28461 4.89020 -0.22
C 4.46438 9.83436 4.77498 -0.20
O 4.70978 10.37548 3.48761 -0.18
C 4.64101 11.79112 3.45598 -0.10
H 0.90355 11.34109 3.52717 0.09
H 2.19431 10.41052 2.74352 0.09
H 0.76452 9.57406 3.41370 0.09
H 2.87496 8.52788 4.12185 0.11
H 2.94762 8.80577 5.86790 0.11
H 5.17315 9.01250 4.91859 0.13
H 4.65047 10.57985 5.55319 0.13
H 5.52329 12.22571 3.93678 0.09
H 3.73974 12.16329 3.94877 0.09
H 4.62322 12.09955 2.41221 0.09
C 0.41118 -4.19232 -7.10417 -0.14
O 1.65757 -3.70342 -6.61868 -0.13
H -0.33440 -3.41279 -6.95748 0.07
H 0.47506 -4.42460 -8.16773 0.09
H 0.10474 -5.09202 -6.55568 0.06
H 2.31924 -4.38858 -6.75580 0.09
K -4.91936 -6.04706 2.43928 1.03
Al -4.23087 -2.98516 -3.74606 1.12
```

- charge = +3
- gap between HOMO and LUMO (eV) = 1.21
- HOMO (eV) = -11.54

Record-wise DFT total energy values, in eV: -95537.8789; -208233.2605